## a
An isolated molecule of C10H11NO. Source: OMol25; level of theory: ωB97M-V with the def2-TZVPD basis set.

Values from the calculation:
Structure (SMILES): O=C1CCCN1c1ccccc1
Multiplicity: 1
Charge: 0
LUMO: 0.69 eV

Bonds (Å) are listed after each position.
Cartesian coordinates (Å):
1 C 1.610 -0.746 0.107  H3 1.031, H18 1.121, N19 1.440, C21 1.481
2 H -2.302 0.783 1.026  C5 1.168
3 H 1.465 -1.379 -0.693  C1 1.031
4 H -0.533 1.659 -3.455  C17 1.108
5 C -1.790 0.719 -0.022  H2 1.168, C15 1.469, C16 1.398
6 C -0.208 0.498 -1.739  C16 1.413, C17 1.381, H22 1.155
7 C -2.307 1.577 -2.189  C15 1.391, C17 1.378, H20 1.080
8 H -3.653 1.482 -0.306  C15 1.084
9 H 3.160 -1.891 0.820  C21 1.175
10 C 1.350 -1.389 2.384  H11 1.037, C13 1.628, C21 1.529, H23 1.235
11 H 1.351 -2.426 2.358  C10 1.037
12 H 3.109 -0.280 1.528  C21 1.135
13 C -0.048 -0.854 1.743  C10 1.628, O14 1.236, N19 1.366
14 O -1.156 -0.907 2.286  C13 1.236
15 C -2.817 1.223 -0.945  C5 1.469, C7 1.391, H8 1.084
16 C -0.519 0.264 -0.380  C5 1.398, C6 1.413, N19 1.359
17 C -0.975 1.376 -2.479  H4 1.108, C6 1.381, C7 1.378
18 H 2.073 0.218 -0.231  C1 1.121
19 N 0.234 -0.500 0.454  C1 1.440, C13 1.366, C16 1.359
20 H -2.852 2.147 -2.927  C7 1.080
21 C 2.398 -1.135 1.299  C1 1.481, H9 1.175, C10 1.529, H12 1.135
22 H 0.884 0.301 -2.058  C6 1.155
23 H 1.526 -0.739 3.420  C10 1.235



## b
An isolated molecule of C10H11NO. Source: OMol25; level of theory: ωB97M-V with the def2-TZVPD basis set.

Values from the calculation:
Structure (SMILES): C/C=C1\C=CC2=NCC[C@H]3O[C@]213
Multiplicity: 1
Charge: 0
LUMO: 0.24 eV

Bonds (Å) are listed after each position.
Cartesian coordinates (Å):
1 C -0.730 -1.648 -1.259  H9 1.023, C11 1.336, C16 1.453
2 C 2.216 -0.636 0.651  H14 1.075, C20 1.380, C22 1.519
3 H 3.202 -1.945 -0.983  C22 1.163
4 H 3.759 -2.338 0.771  C22 1.164
5 O -0.701 0.475 1.574  C15 1.360, C18 1.436
6 H -1.471 2.696 -0.781  C12 1.093
7 H -3.823 1.611 -0.494  C17 1.158
8 H 1.310 -2.465 -1.059  C11 1.102
9 H -1.208 -2.154 -2.009  C1 1.023
10 H -3.217 1.095 1.130  C17 1.149
11 C 0.539 -1.708 -0.845  C1 1.336, H8 1.102, C20 1.478
12 C -1.781 2.261 0.173  H6 1.093, C17 1.547, C18 1.572, H23 1.092
13 H 0.493 2.139 0.858  C18 1.160
14 H 2.497 0.080 1.403  C2 1.075
15 C -0.362 0.145 0.299  O5 1.360, C16 1.466, C18 1.426, C20 1.545
16 C -1.317 -0.483 -0.620  C1 1.453, C15 1.466, N21 1.305
17 C -2.884 1.185 0.033  H7 1.158, H10 1.149, C12 1.547, N21 1.517
18 C -0.466 1.528 0.628  O5 1.436, C12 1.572, H13 1.160, C15 1.426
19 H 4.194 -0.625 0.148  C22 1.233
20 C 0.934 -0.683 0.143  C2 1.380, C11 1.478, C15 1.545
21 N -2.537 -0.049 -0.778  C16 1.305, C17 1.517
22 C 3.329 -1.502 0.085  C2 1.519, H3 1.163, H4 1.164, H19 1.233
23 H -1.977 3.020 0.933  C12 1.092



Tell me which of them is the least stable. Sure, it is b.



## a
A 6-piece molecular cluster, H12O6 overall. Source: OMol25; level of theory: ωB97M-V with the def2-TZVPD basis set.

Values from the calculation:
Structure (SMILES): O.O.O.O.O.O
Multiplicity: 1
Charge: 0
LUMO: -0.18 eV

Bonds (Å) are listed after each position.
Cartesian coordinates (Å):
1 H 0.878 1.160 1.484  O5 0.977
2 H 0.088 0.464 -1.572  O8 0.934
3 H 2.588 -0.604 -1.060  O16 0.970
4 H -3.773 0.682 0.414  O7 0.985
5 O 0.470 0.285 1.631  H1 0.977, H15 0.932
6 H 1.251 2.620 -0.260  O14 0.975
7 O -3.525 -0.180 0.819  H4 0.985, H18 0.927
8 O -0.338 -0.214 -1.091  H2 0.934, H17 0.966
9 H -0.497 -2.343 -0.455  O10 0.990
10 O -0.393 -3.254 -0.082  H9 0.990, H12 0.962
11 H 3.019 -0.233 0.369  O16 0.939
12 H -1.296 -3.339 0.237  O10 0.962
13 H 0.157 2.711 -1.217  O14 0.975
14 O 1.110 2.506 -1.217  H6 0.975, H13 0.975
15 H -0.083 0.293 2.380  O5 0.932
16 O 3.120 0.012 -0.532  H3 0.970, H11 0.939
17 H 0.003 -0.108 -0.193  O8 0.966
18 H -2.777 -0.458 0.345  O7 0.927



## b
A 6-piece molecular cluster, H12O6 overall. Source: OMol25; level of theory: ωB97M-V with the def2-TZVPD basis set.

Values from the calculation:
Structure (SMILES): O.O.O.O.O.O
Multiplicity: 1
Charge: 0
LUMO: -0.03 eV

Bonds (Å) are listed after each position.
Cartesian coordinates (Å):
1 O -2.886 2.236 1.198  H6 0.957, H15 0.957
2 O 0.789 0.364 -1.133  H9 0.957, H13 0.957
3 O -3.269 2.757 -3.109  H4 0.957, H5 0.957
4 H -3.074 1.851 -3.345  O3 0.957
5 H -3.292 2.756 -2.152  O3 0.957
6 H -2.713 1.326 1.440  O1 0.957
7 H -0.731 -2.995 1.291  O8 0.957
8 O -1.175 -2.188 1.552  H7 0.957, H12 0.957
9 H 0.371 1.222 -1.063  O2 0.957
10 H 2.392 -0.764 4.611  O17 0.957
11 O 5.184 -0.958 -3.456  H14 0.957, H16 0.957
12 H -1.985 -2.483 1.968  O8 0.957
13 H 0.330 -0.180 -0.494  O2 0.957
14 H 4.229 -0.891 -3.435  O11 0.957
15 H -3.829 2.343 1.324  O1 0.957
16 H 5.409 -1.427 -2.653  O11 0.957
17 O 2.517 -1.490 4.001  H10 0.957, H18 0.957
18 H 1.732 -1.480 3.452  O17 0.957



Tell me which of them is the least stable. Sure, it is b.



## a
A 6-piece molecular cluster, H12O6 overall. Source: OMol25; level of theory: ωB97M-V with the def2-TZVPD basis set.

Values from the calculation:
Structure (SMILES): O.O.O.O.O.O
Multiplicity: 1
Charge: 0
LUMO: 0.05 eV

Bonds (Å) are listed after each position.
Cartesian coordinates (Å):
1 H 5.275 -0.191 -0.358  O10 0.964
2 H -1.289 -0.224 -0.009  O4 0.964
3 H 1.032 -1.381 0.333  O14 0.964
4 O -0.994 -0.926 -0.600  H2 0.964, H5 0.964
5 H -0.530 -0.460 -1.305  O4 0.964
6 H -2.761 -3.336 -1.326  O17 0.964
7 H 3.782 -0.050 -0.115  O10 0.964
8 H -0.473 4.416 -0.280  O18 0.964
9 H -1.033 0.703 2.523  O11 0.964
10 O 4.455 -0.697 -0.355  H1 0.964, H7 0.964
11 O -1.240 0.682 1.582  H9 0.964, H15 0.964
12 H -2.161 -3.681 0.027  O17 0.964
13 H 0.408 -0.004 0.176  O14 0.964
14 O 0.931 -0.537 0.786  H3 0.964, H13 0.964
15 H -1.315 1.611 1.338  O11 0.964
16 H -0.916 3.057 -0.795  O18 0.964
17 O -2.191 -2.981 -0.635  H6 0.964, H12 0.964
18 O -0.980 3.999 -0.986  H8 0.964, H16 0.964



## b
A 6-piece molecular cluster, H12O6 overall. Source: OMol25; level of theory: ωB97M-V with the def2-TZVPD basis set.

Values from the calculation:
Structure (SMILES): O.O.O.O.O.O
Multiplicity: 1
Charge: 0
LUMO: 0.48 eV

Bonds (Å) are listed after each position.
Cartesian coordinates (Å):
1 O 0.665 1.784 0.123  H2 0.944, H15 1.063
2 H 0.870 2.702 0.048  O1 0.944
3 H -1.338 -0.338 1.437  O12 1.006
4 H 0.070 0.392 1.571  O12 0.964
5 H -2.603 -0.075 -0.275  O6 0.966
6 O -2.969 -0.381 0.565  H5 0.966, H13 0.987
7 H -0.519 1.080 -1.277  O9 1.036
8 H 2.632 0.137 -1.646  O17 1.007
9 O -0.929 0.166 -1.542  H7 1.036, H11 1.066
10 H 0.481 -1.234 0.739  O14 1.071
11 H -0.296 -0.511 -1.015  O9 1.066
12 O -0.406 -0.412 1.808  H3 1.006, H4 0.964
13 H -3.461 0.413 0.884  O6 0.987
14 O 0.846 -1.754 -0.124  H10 1.071, H16 0.980
15 H 1.484 1.265 -0.313  O1 1.063
16 H 0.779 -2.726 -0.017  O14 0.980
17 O 2.466 0.218 -0.656  H8 1.007, H18 1.033
18 H 2.227 -0.726 -0.309  O17 1.033



Tell me which of them is the least stable. Sure, it is a.